{"formula": "C9H14", "method": "ωB97M-V with the def2-TZVPD basis set", "homo_lumo_gap_ev": 9.864, "relative_energy_kcal_mol": 19.6, "smiles": "Cc1ccccc1.CC", "homo_ev": -8.925, "lumo_ev": 0.94, "symbols": ["C", "C", "C", "C", "C", "C", "C", "H", "H", "H", "H", "H", "H", "H", "H", "C", "C", "H", "H", "H", "H", "H", "H"], "coordinates": [[0.4113, -1.2759, 1.8575], [-0.3239, 0.0024, 1.7358], [0.2877, 1.2116, 2.1221], [-0.3570, 2.4477, 1.9413], [-1.6152, 2.4257, 1.3781], [-2.2689, 1.2396, 1.0509], [-1.6516, 0.0396, 1.2943], [0.7819, -1.5828, 0.8545], [-0.2855, -2.0210, 2.3100], [1.3574, -1.2045, 2.3741], [1.2793, 1.1272, 2.5248], [0.1607, 3.3900, 2.1137], [-1.9365, 3.3916, 0.9868], [-3.1671, 1.3409, 0.4473], [-2.2102, -0.8697, 1.0574], [1.4162, -0.5380, -3.2075], [0.9327, -1.8711, -2.7275], [0.6834, 0.1497, -3.6381], [2.1535, 0.0024, -2.5685], [1.9134, -0.7448, -4.1841], [1.5155, -2.7133, -3.1923], [-0.1329, -2.0885, -2.8885], [1.0558, -1.8590, -1.6421]], "atomic_forces_ev_per_a": [[-0.11, -1.00, -0.75], [-0.26, 1.43, 0.85], [-0.72, -0.23, -0.41], [0.61, -1.20, 0.03], [0.25, 0.93, -0.84], [0.14, 1.28, -0.35], [0.06, -0.68, -0.30], [-0.75, -0.24, 0.36], [0.95, 0.15, -0.45], [-0.06, 0.16, 0.79], [0.38, 0.26, 0.11], [-0.14, -0.26, 0.14], [-0.63, -0.28, 0.35], [-0.16, -0.39, 0.45], [0.44, 0.06, 0.00], [1.14, 0.78, -2.60], [-0.16, -1.00, 0.80], [-0.45, 0.11, 1.00], [-0.77, -0.51, -0.36], [0.41, 0.22, 0.66], [-0.51, 0.77, 0.72], [0.30, 0.27, -0.21], [0.02, -0.63, 0.01]]}